No. 1
30
Properties=species:S:1:pos:R:3:mulliken_charge:R:1 method="wB97M-V/def2-TZVPD" total_charge=-1 homo_lumo_gap_ev=6.31 spin_multiplicity=1
Ca -0.38 0.03 0.00 1.650
I 2.85 0.40 0.00 0.108
C 2.85 2.49 0.00 0.073
C 4.06 3.13 0.00 -0.646
C 4.09 4.54 0.00 -0.400
C 2.93 5.24 0.00 -0.876
C 1.67 4.59 0.00 0.993
C 0.47 5.34 0.00 -0.683
C -0.73 4.69 0.00 -0.917
C -0.77 3.27 0.00 -0.158
C 0.35 2.46 0.00 -1.443
C 1.59 3.17 0.00 1.098
H 4.98 2.56 0.00 0.325
H 5.05 5.04 0.00 0.361
H 2.94 6.33 0.00 0.317
H 0.53 6.42 0.00 0.313
H -1.65 5.25 0.00 0.353
H -1.77 2.83 0.00 0.334
Cl -3.65 -6.12 0.00 -0.231
C -3.33 -4.41 0.00 0.141
C -4.36 -3.50 0.00 0.091
Cl -6.01 -4.05 0.00 -0.231
C -4.07 -2.13 0.00 -0.005
Cl -5.36 -0.97 0.00 -0.223
C -2.77 -1.64 0.00 0.594
O -2.51 -0.36 0.00 -1.204
C -1.68 -2.59 0.00 0.552
O -0.44 -2.17 0.00 -1.178
C -2.00 -3.95 0.00 0.118
Cl -0.68 -5.08 0.00 -0.227

***

No. 2
13
Properties=species:S:1:pos:R:3:mulliken_charge:R:1 method="wB97M-V/def2-TZVPD" homo_lumo_gap_ev=8.08 spin_multiplicity=1
C 2.18 -0.07 0.05 -0.969
C 0.83 0.06 -0.49 0.466
N 0.03 0.96 -0.69 -0.132
C -1.27 0.88 -0.37 -0.607
C -1.65 -0.54 -0.24 -0.281
O -0.62 -0.92 0.69 -0.533
H 2.24 0.18 1.11 0.268
H 2.82 0.63 -0.51 0.315
H 2.56 -1.08 -0.10 0.280
H -0.88 -0.08 1.29 0.426
H -1.92 1.65 -0.69 0.340
H -1.53 -1.16 -1.14 0.208
H -2.60 -0.74 0.23 0.219

***

No. 3
8
Properties=species:S:1:pos:R:3:mulliken_charge:R:1 method="wB97M-V/def2-TZVPD" total_charge=+1 homo_lumo_gap_ev="8.68 / 8.68" spin_multiplicity=1
C -0.55 0.78 0.33 -1.404
C -1.26 -0.33 0.14 0.959
C 1.42 -0.62 -0.40 0.367
O -1.88 -1.23 -0.16 -0.180
O 1.42 -1.52 0.28 -0.054
H -0.08 1.03 1.21 0.468
H -0.54 1.73 -0.23 0.401
H 1.48 0.14 -1.16 0.444

***

No. 4
16
Properties=species:S:1:pos:R:3:mulliken_charge:R:1 method="wB97M-V/def2-TZVPD" total_charge=+1 homo_lumo_gap_ev="6.55 / 6.55" spin_multiplicity=1
C 0.05 -0.38 -0.36 -0.666
C -1.16 -0.91 -1.03 1.259
C -1.73 -2.05 -1.34 -0.568
C -1.83 0.10 -2.01 -1.212
C 0.96 0.01 1.76 -0.796
N 1.01 -2.12 0.79 -0.762
N 0.67 -0.91 0.69 0.601
I -2.92 -3.62 -1.33 0.517
H 0.03 0.69 -0.40 0.385
H -2.18 0.95 -1.32 0.355
H -1.15 0.69 -2.65 0.349
H -2.72 -0.41 -2.54 0.298
H 1.41 -0.48 2.67 0.307
H 1.63 1.00 1.46 0.285
H -0.01 0.49 2.03 0.362
H 1.63 -2.19 1.61 0.285

***

No. 5
8
Properties=species:S:1:pos:R:3:mulliken_charge:R:1 method="wB97M-V/def2-TZVPD" homo_lumo_gap_ev=8.82 spin_multiplicity=1
C 0.17 0.38 0.69 0.271
C -0.17 -0.92 0.68 -0.726
N 0.81 1.34 0.44 -0.296
H 1.90 0.82 -1.70 0.503
H -1.22 -1.34 0.77 0.235
H 0.59 -1.59 0.27 0.258
H 1.45 0.99 -0.69 -0.519
H 1.21 2.21 0.83 0.274

***

No. 6
73
Properties=species:S:1:pos:R:3:mulliken_charge:R:1 method="wB97M-V/def2-TZVPD" homo_lumo_gap_ev="4.90 / 4.90" spin_multiplicity=1
Bi -0.11 -0.04 -0.09 1.783
O -7.28 -1.93 -0.97 -0.719
C -6.81 -1.36 0.01 0.509
O -7.39 -0.96 1.03 -0.726
C -5.33 -1.10 -0.03 -0.669
C -4.52 -1.56 -1.07 -1.056
C -3.12 -1.38 -0.97 0.955
N -2.51 -0.77 0.07 0.021
C -3.32 -0.32 1.07 0.771
C -4.72 -0.42 1.03 -0.870
C -2.57 0.20 2.21 0.552
C -3.22 1.00 3.20 -0.816
C -2.51 1.32 4.35 -0.460
C -1.21 0.81 4.52 -0.508
C -0.68 0.01 3.53 -0.621
N -1.26 -0.15 2.35 -0.135
C -2.22 -1.96 -1.97 0.569
C -2.73 -2.45 -3.20 -0.859
C -1.87 -3.13 -4.05 -0.440
C -0.57 -3.41 -3.64 -0.756
C -0.14 -2.91 -2.41 0.020
N -0.88 -2.09 -1.66 0.089
H -4.90 -2.13 -1.93 0.440
H -5.29 0.01 1.88 0.398
H -4.25 1.35 3.05 0.376
H -2.98 1.98 5.09 0.413
H -0.64 1.06 5.43 0.394
H 0.23 -0.57 3.72 0.636
H -3.75 -2.21 -3.50 0.365
H -2.26 -3.50 -5.01 0.436
H 0.09 -4.04 -4.24 0.398
H 0.81 -3.22 -1.97 0.307
C 0.70 3.68 -0.33 -0.840
C -0.75 3.57 -0.83 -0.987
N -1.15 2.40 -1.60 -0.043
C -0.75 2.31 -3.03 -0.970
C 0.78 2.33 -3.26 -0.725
S 1.70 1.00 -2.39 -0.032
C 2.99 1.93 -1.49 -0.803
C 2.74 2.28 -0.01 -0.420
N 1.33 2.54 0.33 0.098
H 0.71 4.56 0.34 0.373
H 1.33 4.04 -1.15 0.304
H -0.90 4.48 -1.44 0.301
H -1.43 3.67 0.02 0.474
H -2.15 2.27 -1.50 0.227
H -1.15 3.17 -3.60 0.371
H -1.21 1.41 -3.44 0.424
H 1.20 3.30 -3.07 0.335
H 0.95 2.13 -4.32 0.549
H 3.28 2.82 -2.05 0.522
H 3.83 1.23 -1.55 0.493
H 3.37 3.15 0.23 0.405
H 3.10 1.45 0.63 -0.191
H 1.25 2.63 1.35 0.255
C 2.92 0.18 3.33 -1.549
C 3.55 -0.86 2.42 1.039
C 4.74 -1.44 2.89 -0.497
C 5.44 -2.38 2.13 -0.856
C 4.92 -2.72 0.89 -0.387
C 3.74 -2.18 0.39 0.631
C 3.34 -2.61 -1.00 -1.352
C 2.87 -1.25 1.17 0.236
N 1.69 -1.01 0.88 -0.671
H 3.66 0.91 3.66 0.467
H 2.45 -0.27 4.22 0.439
H 2.14 0.73 2.79 -0.100
H 5.12 -1.12 3.89 0.350
H 6.35 -2.84 2.50 0.345
H 5.45 -3.46 0.28 0.368
H 4.22 -2.66 -1.66 0.442
H 2.61 -1.92 -1.42 -0.121
H 2.90 -3.61 -1.01 0.301

***

No. 7
14
Properties=species:S:1:pos:R:3:mulliken_charge:R:1 method="wB97M-V/def2-TZVPD" homo_lumo_gap_ev=7.55 spin_multiplicity=1
C 1.43 -0.93 -0.42 -0.646
C 0.91 0.12 0.47 -0.646
C -0.58 0.35 0.09 0.623
C -0.77 1.62 -0.17 -0.689
C -1.54 -0.67 0.15 -0.276
H 2.32 -0.10 -1.19 0.246
H 0.12 -1.35 -0.79 0.164
H 1.92 -2.11 0.35 0.207
H 1.37 1.17 0.56 0.349
H 0.91 -0.27 1.41 0.262
H 0.04 2.57 0.04 0.182
H -1.74 1.74 -0.66 0.212
H -1.21 -1.83 0.18 0.258
S -3.20 -0.31 -0.02 -0.243

***

No. 8
19
Properties=species:S:1:pos:R:3:mulliken_charge:R:1 method="wB97M-V/def2-TZVPD" total_charge=+1 homo_lumo_gap_ev=11.28 spin_multiplicity=1
C -0.67 -0.01 2.30 -1.428
C -0.40 0.54 0.92 0.245
C -1.69 0.68 0.04 -1.283
C 0.70 -0.16 0.10 -0.076
N 0.33 -1.57 -0.31 -0.294
C 1.22 0.56 -1.12 -0.126
O 0.83 0.29 -2.23 -0.430
H -1.67 0.23 2.66 0.365
H -0.63 -1.11 2.35 0.350
H 0.05 0.25 3.07 0.383
H -0.05 1.57 0.99 0.366
H -1.49 1.37 -0.78 0.387
H -1.97 -0.24 -0.51 0.299
H -2.54 0.88 0.69 0.394
H 1.51 -0.25 0.82 0.330
H 0.87 -2.38 -0.01 0.355
H 0.30 -1.61 -1.35 0.389
H -0.63 -1.85 -0.07 0.361
H 1.60 1.58 -0.96 0.413

***

No. 9
23
Properties=species:S:1:pos:R:3:mulliken_charge:R:1 method="wB97M-V/def2-TZVPD" total_charge=+1 homo_lumo_gap_ev=9.40 spin_multiplicity=1
C -0.46 -1.90 1.84 -1.529
C -0.58 -0.54 1.30 0.654
N 0.41 0.38 1.71 -0.638
C -1.32 -0.27 0.23 -0.486
C -1.29 1.02 -0.49 -0.792
C -0.43 1.00 -1.77 -0.626
C 0.76 0.08 -1.66 -1.008
N 1.79 0.39 -0.66 -0.006
H -0.33 -2.72 1.16 0.317
H 0.32 -1.97 2.59 0.429
H -1.27 -2.18 2.49 0.367
H 0.67 0.21 2.62 0.250
H 0.07 1.35 1.73 0.212
H -1.77 -1.10 -0.28 0.500
H -2.29 1.49 -0.72 0.396
H -0.91 1.86 0.08 0.266
H -0.08 1.96 -2.13 0.388
H -0.93 0.64 -2.65 0.360
H 1.19 -0.09 -2.64 0.527
H 0.41 -0.93 -1.47 0.404
H 1.31 0.50 0.28 0.252
H 2.30 1.22 -0.90 0.388
H 2.42 -0.39 -0.65 0.374

***

No. 10
76
Properties=species:S:1:pos:R:3:mulliken_charge:R:1 method="wB97M-V/def2-TZVPD" total_charge=+1 homo_lumo_gap_ev=6.82 spin_multiplicity=1
Sc -0.12 -0.08 0.05 -0.199
O -3.79 -2.60 -0.01 -0.754
C -3.82 -2.92 1.29 0.636
C -4.97 -3.57 1.75 -0.702
C -5.10 -3.93 3.07 -0.292
C -4.08 -3.64 3.99 -0.864
C -2.95 -3.00 3.55 -0.514
C -2.79 -2.62 2.20 0.187
C -1.57 -1.92 1.80 1.011
O -1.50 -1.49 0.56 -0.602
N -0.60 -1.73 2.66 -1.400
N 0.36 -0.97 2.06 0.796
C 1.53 -0.90 2.55 -0.561
C 2.51 -0.10 1.79 0.854
C 3.81 0.08 2.22 -0.986
C 4.68 0.81 1.43 -0.282
C 4.23 1.33 0.22 -0.973
C 2.91 1.10 -0.14 -0.124
N 2.07 0.41 0.62 0.257
H -2.94 -2.14 -0.18 0.375
H -5.75 -3.79 1.03 0.462
H -5.99 -4.43 3.40 0.395
H -4.18 -3.92 5.03 0.422
H -2.14 -2.77 4.23 0.467
H 1.83 -1.44 3.45 0.426
H 4.14 -0.35 3.16 0.471
H 5.70 0.97 1.74 0.438
H 4.88 1.89 -0.43 0.438
H 2.51 1.47 -1.08 0.548
C -2.96 6.02 -1.11 -1.269
C -3.76 5.11 -2.01 0.528
C -4.62 5.63 -2.97 -0.775
C -5.35 4.80 -3.81 -0.734
C -5.24 3.42 -3.68 -0.757
C -4.41 2.88 -2.72 0.063
C -3.66 3.73 -1.91 0.036
N -2.80 3.18 -0.91 0.381
C -1.84 2.25 -1.10 0.264
N -1.50 1.96 -2.37 0.135
C -0.62 0.97 -2.92 0.029
C 0.03 0.02 -2.13 0.451
C 0.85 -0.89 -2.83 0.123
C 1.00 -0.86 -4.20 -1.349
C 0.33 0.11 -4.93 -0.641
C -0.49 1.04 -4.31 0.630
C -1.21 2.08 -5.14 -1.487
N -1.23 1.69 -0.07 0.599
C -1.66 2.00 1.27 -0.491
C -2.69 1.26 1.85 -0.231
C -3.06 1.50 3.17 -0.917
C -2.38 2.47 3.90 -0.739
C -1.36 3.20 3.31 -1.033
C -0.97 2.98 1.99 1.421
C 0.13 3.78 1.36 -1.113
H -3.08 7.05 -1.41 0.423
H -1.90 5.77 -1.14 0.208
H -3.28 5.94 -0.07 0.331
H -4.71 6.70 -3.07 0.393
H -6.01 5.23 -4.55 0.413
H -5.82 2.77 -4.32 0.438
H -4.34 1.81 -2.59 0.555
H -2.95 3.45 0.05 0.290
H -1.99 2.52 -3.05 -0.166
H 1.38 -1.66 -2.28 0.464
H 1.63 -1.57 -4.71 0.419
H 0.44 0.15 -6.01 0.355
H -0.96 1.96 -6.19 0.404
H -0.93 3.10 -4.86 0.380
H -2.30 2.00 -5.05 0.329
H -3.20 0.51 1.26 0.624
H -3.85 0.92 3.61 0.509
H -2.66 2.65 4.93 0.462
H -0.84 3.95 3.89 0.458
H 0.62 4.40 2.11 0.471
H -0.26 4.45 0.58 0.104
H 0.87 3.15 0.89 0.080

***

No. 11
21
Properties=species:S:1:pos:R:3:mulliken_charge:R:1 method="wB97M-V/def2-TZVPD" homo_lumo_gap_ev=10.55 spin_multiplicity=1
H -1.21 3.06 0.14 0.269
N -0.51 2.84 0.84 -0.655
C -0.60 1.69 1.36 0.901
C 0.38 1.23 2.38 -1.134
C -1.64 0.75 1.03 0.196
N -2.52 0.07 0.75 -0.480
H 0.95 2.07 2.75 0.332
H 1.05 0.50 1.92 0.229
H -0.13 0.73 3.20 0.363
C -0.25 -2.38 -0.91 -1.120
C -0.53 -1.02 -1.54 -0.395
O 0.14 0.06 -0.92 -0.230
C 1.54 0.08 -1.14 -0.881
H -0.49 -2.35 0.14 0.257
H -0.86 -3.14 -1.38 0.395
H 0.80 -2.66 -1.03 0.340
H -1.59 -0.78 -1.43 0.322
H -0.28 -1.04 -2.61 0.373
H 2.05 -0.77 -0.65 0.316
H 1.77 0.07 -2.22 0.339
H 1.90 1.01 -0.70 0.264

***

No. 12
11
Properties=species:S:1:pos:R:3:mulliken_charge:R:1 method="wB97M-V/def2-TZVPD" homo_lumo_gap_ev="6.91 / 9.13" spin_multiplicity=1
C -0.43 -0.11 0.89 0.152
C -0.08 -0.88 -0.35 -0.445
O -1.39 -0.69 -0.06 -0.297
P -0.34 -0.85 2.56 -0.135
P -0.17 1.50 -2.85 -0.090
H -0.40 0.99 0.93 0.301
H 0.19 -1.82 -0.72 0.292
H 0.84 0.06 2.93 0.070
H 0.29 -2.18 2.26 0.058
H 1.18 1.26 -3.43 0.054
H 0.29 2.72 -2.17 0.040

***

No. 13
79
Properties=species:S:1:pos:R:3:mulliken_charge:R:1 method="wB97M-V/def2-TZVPD" homo_lumo_gap_ev="4.95 / 4.95" spin_multiplicity=1
Rh -0.87 0.35 0.16 0.442
C 2.37 -2.54 5.08 -0.611
C 2.55 -3.58 4.15 -0.768
C 2.08 -3.47 2.85 -0.231
C 1.41 -2.31 2.51 0.592
C 0.73 -1.90 1.28 -0.707
N 0.16 -0.68 1.50 1.327
C 0.37 -0.29 2.78 -0.924
N -0.19 0.73 3.41 -0.430
C -1.02 1.57 2.85 -0.119
C -1.91 2.45 3.60 0.360
C -2.16 2.57 4.96 -0.382
C -3.16 3.45 5.35 -0.593
C -3.88 4.19 4.40 -0.569
C -3.63 4.08 3.05 -0.308
C -2.63 3.18 2.66 0.272
C -2.19 2.73 1.35 -0.074
N -2.70 3.17 0.21 -0.562
C -2.51 2.58 -0.95 -0.060
N -1.87 1.41 -1.20 0.227
C -2.06 1.03 -2.49 -0.518
N -1.60 -0.04 -3.09 -0.552
C -0.90 -0.99 -2.49 -0.347
N -0.56 -1.08 -1.18 0.282
C 0.17 -2.21 -0.96 -0.431
N 0.74 -2.59 0.17 -0.517
C 0.30 -2.92 -2.22 0.543
C 0.95 -4.10 -2.56 -0.142
C 0.93 -4.48 -3.89 -0.737
C 0.29 -3.70 -4.86 -0.721
C -0.36 -2.52 -4.52 -0.160
C -0.35 -2.15 -3.18 0.129
C -2.88 2.04 -3.15 0.542
C -3.42 2.12 -4.43 -0.168
C -4.21 3.22 -4.72 -0.662
C -4.44 4.22 -3.77 -0.613
C -3.91 4.14 -2.50 -0.253
C -3.14 3.02 -2.20 0.023
N -1.22 1.79 1.51 0.073
C 1.21 -1.29 3.44 0.575
C 1.70 -1.38 4.73 -0.555
H 2.75 -2.66 6.09 0.419
H 3.05 -4.49 4.47 0.435
H 2.23 -4.27 2.13 0.583
H -1.61 1.98 5.68 0.544
H -3.39 3.56 6.40 0.402
H -4.66 4.86 4.75 0.400
H -4.18 4.65 2.32 0.538
H 1.45 -4.70 -1.81 0.565
H 1.43 -5.39 -4.19 0.416
H 0.30 -4.02 -5.90 0.413
H -0.84 -1.90 -5.26 0.577
H -3.22 1.34 -5.15 0.556
H -4.66 3.30 -5.70 0.402
H -5.06 5.07 -4.04 0.401
H -4.09 4.91 -1.76 0.525
H 1.56 -0.57 5.43 0.533
Se -2.94 -2.13 3.20 -0.186
C -2.64 -1.18 1.76 0.381
N -2.49 -0.54 0.78 -0.556
O 1.32 0.82 -0.90 -0.366
C 2.54 0.81 -0.77 -0.150
C 3.26 0.71 0.55 0.143
C 4.29 -0.44 0.46 -1.063
C 3.87 -1.62 -0.44 0.527
C 4.16 -1.51 -1.95 -0.979
C 3.32 -0.45 -2.66 -0.123
N 3.36 0.80 -1.88 -0.192
H 2.52 0.52 1.33 -0.391
H 3.75 1.66 0.78 0.545
H 4.46 -0.81 1.47 0.537
H 5.25 -0.05 0.11 0.407
H 2.80 -1.81 -0.31 -0.645
H 4.38 -2.51 -0.07 0.376
H 3.97 -2.48 -2.41 0.421
H 5.22 -1.28 -2.09 0.317
H 2.28 -0.75 -2.75 -0.158
H 3.70 -0.25 -3.67 0.401
H 4.32 1.01 -1.63 0.378

***

Ordered E_tot results: -3580.0330 -286.4499 -266.1936 -602.0392 -133.7773 -2254.6569 -593.2166 -327.4287 -346.8622 -2592.6552 -420.5185 -837.5148 -4637.3293; unit hartree.
Ordered relative energy (zero: lowest compared OMol25 entry of this formula, charge and spin) results: 0.0 114.1 49.6 140.8 98.0 0.0 170.5 19.4 31.6 0.0 41.0 112.3 7.7; unit kcal per mole.